1.
C34H60N4O8PS | ωB97M-V with the def2-TZVPD basis set

Structure (ORCA input):
```
! wB97M-V def2-TZVPD RIJCOSX def2/J DEFGRID3
* xyz 1 1
C -2.1632 4.8006 -0.9331
C -2.3080 3.2993 -1.1639
C -1.8270 2.5446 0.0690
C -1.6705 1.0046 -0.1161
C -0.2311 0.6075 -0.3176
C 0.5974 0.4308 0.7918
C -0.0364 0.5993 2.1411
O -0.2296 1.6619 2.5770
O -0.3516 -0.5147 2.8977
P -1.3356 -1.6191 2.3128
O -1.0569 -2.0435 0.9372
O -1.2177 -2.7809 3.3598
O -2.7482 -0.9605 2.5434
C 1.9516 0.1505 0.6383
C 2.8464 0.0823 1.8627
C 2.5043 -0.9722 2.8958
C 2.4443 -0.5861 4.2363
C 2.1259 -1.4894 5.2468
C 1.8462 -2.8177 4.9300
C 1.4511 -3.7834 6.0051
C 1.9303 -3.2009 3.5916
C 2.2460 -2.3035 2.5790
C 2.4607 0.0089 -0.6623
C 3.9238 -0.2776 -0.8734
C 4.3491 -1.6631 -0.4325
N 3.6672 -2.7211 -0.4734
N 1.6321 0.1306 -1.7337
C 2.2229 -0.0188 -3.0924
C 2.6020 -1.4397 -3.4760
C 3.2590 -1.3950 -4.8524
O 4.6060 -0.9297 -4.6667
C 0.3186 0.4319 -1.5933
C -0.5431 0.5745 -2.8134
S -0.8936 -1.0356 -3.5728
C -2.5725 -1.3963 -3.0195
C -3.6100 -0.3471 -3.4767
H -2.8222 5.1117 -0.1265
H -2.4169 5.3836 -1.8109
H -1.1570 5.0361 -0.5972
H -3.3742 3.1089 -1.2673
H -1.7682 3.0139 -2.0600
H -0.8580 2.9451 0.3510
H -2.4674 2.7339 0.9225
H -2.0607 0.5164 0.7653
H -2.2968 0.6489 -0.9212
H -1.0745 -3.6107 2.8841
H -3.4538 -1.6009 2.3903
H 2.7765 1.0530 2.3488
H 3.8871 -0.0379 1.5967
H 2.6489 0.4413 4.5016
H 2.0824 -1.1231 6.2589
H 0.3634 -3.7858 6.0768
H 1.7437 -4.7960 5.7510
H 1.8344 -3.4815 6.9711
H 1.7224 -4.2323 3.3413
H 2.2914 -2.6420 1.5587
H 4.2567 -0.1348 -1.8950
H 4.4837 0.4384 -0.2838
H 5.3683 -1.7394 -0.0695
H 2.7207 -2.5327 -0.8169
H 3.0991 0.6146 -3.1220
H 1.5522 0.3560 -3.8483
H 3.3675 -1.8285 -2.8194
H 1.7235 -2.0721 -3.5062
H 3.3187 -2.4122 -5.2266
H 2.7216 -0.7487 -5.5400
H 4.7706 -0.2147 -5.2859
H -0.0187 1.1567 -3.5614
H -1.4374 1.1250 -2.5896
H -2.7958 -2.3372 -3.5100
H -2.6189 -1.5916 -1.9534
H -4.1295 -0.7131 -4.3525
H -4.3378 -0.1606 -2.6960
H -3.1083 0.5694 -3.7643
C -2.6465 -7.0078 4.2940
C -2.6447 -6.0452 3.1122
C -3.6724 -6.3864 2.0246
O -3.3097 -7.4651 1.1920
C -3.6023 -8.7571 1.7010
N -1.2804 -5.9615 2.5690
H -2.1628 -7.9526 4.0496
H -2.1011 -6.5748 5.1321
H -3.6633 -7.2199 4.6276
H -2.9130 -5.0560 3.5001
H -3.7568 -5.5233 1.3560
H -4.6661 -6.5531 2.4598
H -4.5278 -8.7575 2.2826
H -2.7840 -9.1409 2.3138
H -3.7244 -9.4226 0.8481
H -1.2576 -5.2530 1.8360
H -1.1023 -6.8239 2.0614
C 0.8944 10.1319 -2.1777
C 0.5435 8.8843 -1.3739
C 1.0429 7.5773 -2.0063
O 0.2851 7.1240 -3.1119
C 0.6090 7.7240 -4.3546
N -0.9011 8.8666 -1.1274
H 0.2552 10.2460 -3.0526
H 0.7596 11.0214 -1.5641
H 1.9332 10.1081 -2.5130
H 1.0423 8.9702 -0.4039
H 0.9571 6.7867 -1.2544
H 2.1047 7.6483 -2.2777
H 1.6780 7.9416 -4.4284
H 0.0372 8.6396 -4.5181
H 0.3392 7.0175 -5.1392
H -1.1283 8.1017 -0.4978
H -1.3633 8.6231 -1.9994
*
```

Properties
E_tot   -2891.88972 Eh
Largest force on an atom   0.0443 hartree/bohr
HOMO-LUMO gap   0.2672 hartree

---

2.
C72H176N8O20 | ωB97M-V with the def2-TZVPD basis set

Structure (ORCA input):
```
! wB97M-V def2-TZVPD RIJCOSX def2/J DEFGRID3
* xyz 0 1
C 4.8668 1.1896 8.8947
C 5.0439 0.9416 7.3089
C 5.8843 -0.2867 7.1389
C 5.1326 -1.4909 7.5268
C 3.9789 -1.6062 6.6279
C 2.9664 -0.4146 6.7734
N 3.6947 0.8829 6.7082
O 2.9452 2.0469 6.9075
C 1.9696 -0.5716 5.5803
C 2.1501 -0.6282 8.0406
C 5.7400 2.1412 6.5147
H 4.3175 2.1212 9.0304
H 5.7916 1.1448 9.4698
H 4.1933 0.4750 9.3680
H 6.2777 -0.3466 6.1241
H 6.7490 -0.1139 7.7796
H 4.7394 -1.5109 8.5432
H 5.7930 -2.3559 7.4659
H 3.5100 -2.5304 6.9656
H 4.3484 -1.8612 5.6346
H 1.2723 -1.3846 5.7826
H 1.3243 0.2953 5.4385
H 2.5274 -0.8248 4.6787
H 1.3891 0.1100 8.2933
H 1.6378 -1.5895 8.0003
H 2.7582 -0.7320 8.9392
H 6.8224 2.0143 6.5366
H 5.5346 3.1669 6.8212
H 5.4500 1.9900 5.4749
H 2.7513 2.2157 5.9826
C 0.2453 -2.5022 -2.8415
C 0.5073 -2.8440 -4.2610
C -0.0825 -4.3028 -4.4963
C -0.2053 -4.6787 -5.9737
C -1.2092 -3.7345 -6.5649
C -0.8076 -2.2092 -6.3962
N -0.2647 -1.8903 -5.0842
O -0.0276 -0.5468 -4.9062
C 0.2229 -1.9206 -7.5674
C -2.1221 -1.4537 -6.6348
C 2.0520 -2.7350 -4.4897
H 0.6287 -1.5773 -2.4106
H 0.4671 -3.3676 -2.2170
H -0.8144 -2.2610 -2.7580
H 0.5716 -5.0124 -3.9896
H -1.0325 -4.3130 -3.9619
H -0.6441 -5.6755 -6.0194
H 0.7697 -4.6571 -6.4607
H -2.1692 -3.9092 -6.0793
H -1.2547 -4.1257 -7.5813
H 0.5143 -0.8715 -7.5176
H 1.1597 -2.4736 -7.4987
H -0.3138 -2.1903 -8.4770
H -1.8683 -0.4595 -7.0027
H -2.5974 -1.8695 -7.5232
H -2.7179 -1.4538 -5.7221
H 2.3789 -3.0613 -5.4769
H 2.5972 -3.4128 -3.8328
H 2.4866 -1.7438 -4.3599
H -0.5392 -0.3891 -4.1093
C -7.4603 -2.6830 -0.2084
C -6.6142 -2.4471 -1.4686
C -5.3402 -1.7646 -0.9361
C -4.1285 -1.7812 -1.9401
C -3.9272 -3.1708 -2.3953
C -5.1442 -3.8674 -2.9944
N -6.3673 -3.7766 -2.1448
O -7.5919 -4.3349 -2.7191
C -5.2562 -3.2202 -4.3802
C -4.7075 -5.3530 -3.0765
C -7.2018 -1.3088 -2.3568
H -7.0550 -3.3691 0.5353
H -8.4227 -3.0242 -0.5899
H -7.7648 -1.7250 0.2130
H -5.4839 -0.7025 -0.7375
H -4.9548 -2.2738 -0.0527
H -3.3272 -1.4528 -1.2781
H -4.2293 -0.9811 -2.6734
H -3.5554 -3.7531 -1.5522
H -3.1142 -3.1336 -3.1204
H -4.6621 -3.6503 -5.1865
H -6.3287 -3.2983 -4.5584
H -4.9721 -2.1685 -4.4175
H -5.4037 -5.8414 -3.7583
H -3.6763 -5.5588 -3.3635
H -4.8536 -5.9188 -2.1564
H -8.1130 -1.5072 -2.9211
H -6.4780 -1.0529 -3.1307
H -7.4174 -0.4234 -1.7589
H -7.5623 -5.2754 -2.5285
C -2.9120 1.1980 1.7566
C -1.4027 1.0647 1.7764
C -1.2182 -0.3938 1.1805
C 0.1641 -0.6858 0.8047
C 0.7019 0.4537 -0.1731
C 0.5404 1.9380 0.4118
N -0.8159 2.0931 0.9448
O -1.2052 3.3852 1.2475
C 1.5130 2.4723 1.4845
C 0.5978 2.8891 -0.8497
C -0.9753 1.1882 3.2418
H -3.2808 1.2709 0.7335
H -3.2222 2.0841 2.3105
H -3.3423 0.2631 2.1157
H -1.4141 -1.0992 1.9880
H -1.8526 -0.6220 0.3240
H 0.1425 -1.6463 0.2898
H 0.8186 -0.7723 1.6720
H 0.5424 0.2457 -1.2311
H 1.7893 0.3904 -0.1347
H 2.5253 2.6146 1.1061
H 1.1216 3.3817 1.9406
H 1.7742 1.7195 2.2283
H 0.1288 2.5009 -1.7538
H 0.2131 3.8748 -0.5880
H 1.6580 3.0926 -1.0005
H -1.5649 0.5055 3.8536
H -1.2369 2.1775 3.6173
H 0.1069 1.1226 3.3541
H -0.9975 3.5566 2.1690
C -2.9345 -3.6851 2.0051
C -2.4553 -4.5090 3.1987
C -3.6955 -4.6318 4.1650
C -3.5646 -5.7757 5.1164
C -3.1889 -7.1084 4.5216
C -1.9627 -6.9724 3.5786
N -2.1681 -5.8132 2.6787
O -1.2841 -5.7847 1.6153
C -0.6413 -6.8556 4.3592
C -1.9475 -8.2409 2.7228
C -1.3158 -3.6829 3.8939
H -3.4860 -4.2875 1.2832
H -2.1845 -3.1487 1.4238
H -3.5846 -2.8413 2.2363
H -3.7829 -3.6987 4.7216
H -4.6472 -4.6904 3.6367
H -4.5284 -5.8540 5.6196
H -2.7794 -5.4830 5.8135
H -3.9867 -7.6195 3.9828
H -2.8841 -7.9278 5.1726
H -0.6787 -6.1686 5.2045
H -0.4621 -7.7641 4.9342
H 0.3075 -6.6375 3.8690
H -1.9788 -9.1271 3.3567
H -2.7929 -8.1797 2.0375
H -1.0038 -8.2971 2.1802
H -1.1874 -3.9690 4.9378
H -1.5584 -2.6285 4.0266
H -0.3819 -3.9336 3.3909
H -1.8481 -6.1090 0.9094
C 4.6845 6.2180 1.0446
C 4.6675 6.9499 -0.3563
C 5.0209 5.7141 -1.2790
C 4.8267 6.0039 -2.7219
C 3.3048 6.2276 -2.8489
C 2.7662 7.4050 -1.9227
N 3.3089 7.3933 -0.5499
O 3.1754 8.5631 0.1220
C 3.0547 8.7374 -2.6890
C 1.2392 7.1724 -1.7966
C 5.7596 7.9768 -0.4880
H 4.6066 6.9803 1.8197
H 5.5623 5.6470 1.3472
H 3.9092 5.4566 1.1304
H 6.0557 5.3775 -1.2177
H 4.4058 4.8676 -0.9737
H 5.1222 5.0832 -3.2252
H 5.4371 6.8347 -3.0760
H 2.7504 5.3025 -2.6906
H 3.0574 6.5622 -3.8563
H 4.0963 9.0388 -2.5775
H 2.7963 8.6511 -3.7444
H 2.4907 9.5594 -2.2483
H 0.7646 7.1486 -2.7775
H 1.0330 6.1987 -1.3522
H 0.6934 7.7748 -1.0704
H 6.0846 8.2356 -1.4957
H 6.6617 7.4118 -0.2534
H 5.6039 8.8866 0.0918
H 3.6812 9.1792 -0.4129
C 1.3434 2.4686 -4.7484
C 0.5913 3.7085 -5.3680
C 1.5793 4.7461 -5.9203
C 2.0564 4.6779 -7.4127
C 0.7644 4.4227 -8.3376
C -0.0247 3.1817 -7.8009
N -0.4307 3.3189 -6.3919
O -1.4197 2.3283 -5.9630
C -1.2640 3.1039 -8.6181
C 0.7898 1.8900 -8.0127
C -0.2219 4.3700 -4.2241
H 2.0531 2.8118 -3.9956
H 1.7976 1.8433 -5.5171
H 0.6440 1.7925 -4.2566
H 1.2103 5.7567 -5.7454
H 2.4564 4.7049 -5.2744
H 2.6715 3.7901 -7.5598
H 2.5690 5.6215 -7.5998
H 1.1297 4.2132 -9.3429
H 0.2761 5.3959 -8.2867
H -1.8013 2.1568 -8.6665
H -2.0872 3.7255 -8.2659
H -1.0351 3.2632 -9.6719
H 0.4491 1.0596 -7.3943
H 0.8439 1.6749 -9.0799
H 1.8368 1.9532 -7.7165
H -0.9100 3.6463 -3.7871
H -0.8329 5.1863 -4.6092
H 0.3122 4.8678 -3.4147
H -0.8955 1.5339 -5.8377
C 4.1336 -6.3911 -0.2883
C 3.4786 -5.1074 0.2679
C 2.7883 -5.6259 1.5726
C 2.2756 -4.4606 2.5071
C 3.5020 -3.6042 2.9352
C 4.2551 -3.0357 1.7167
N 4.4972 -4.1168 0.7766
O 5.3550 -3.7391 -0.2828
C 3.5033 -1.7966 1.1588
C 5.5546 -2.5280 2.4513
C 2.4181 -4.4548 -0.7007
H 3.5486 -7.3091 -0.3445
H 5.0026 -6.5846 0.3406
H 4.4874 -6.1911 -1.2997
H 2.0244 -6.3887 1.4221
H 3.4549 -6.2765 2.1386
H 1.7196 -4.8119 3.3764
H 1.6336 -3.8125 1.9105
H 4.0936 -4.2267 3.6066
H 3.0225 -2.7702 3.4477
H 4.0731 -1.3476 0.3453
H 2.4824 -2.0288 0.8556
H 3.3727 -0.9601 1.8453
H 6.3293 -2.0968 1.8172
H 5.3293 -1.9441 3.3437
H 6.1063 -3.3848 2.8380
H 2.0903 -5.1695 -1.4555
H 2.8517 -3.6739 -1.3254
H 1.5450 -4.0407 -0.1963
H 4.8426 -3.0628 -0.7319
O -4.7741 2.3240 -1.2954
H -3.9505 2.8088 -1.3488
H -5.4157 2.8934 -1.7199
O -1.6747 1.1130 6.3838
H -2.5747 1.2295 6.6881
H -1.5616 1.7812 5.7077
O -5.4559 4.2433 1.1690
H -5.2651 3.9199 2.0495
H -5.1485 3.5488 0.5864
O 1.6675 3.9738 5.1950
H 1.3573 4.2130 6.0685
H 0.9026 4.0841 4.6302
O -2.3086 3.6339 -1.3307
H -1.9356 4.4922 -1.5318
H -1.8074 3.3253 -0.5759
O -5.4385 1.0830 3.5435
H -5.8238 0.9763 2.6738
H -5.1727 2.0020 3.5771
O -4.7169 3.7914 3.7762
H -4.0017 3.9220 4.3988
H -5.2744 4.5617 3.8860
O -6.2877 1.1633 0.9936
H -7.2198 1.2693 0.8035
H -5.8781 1.0576 0.1349
O -1.3222 6.7636 0.7957
H -1.2608 7.7120 0.9104
H -0.4129 6.4663 0.7645
O -2.7158 -1.6055 6.4001
H -3.1783 -1.3423 7.1957
H -2.1878 -0.8423 6.1658
O -0.3788 4.8800 3.3842
H -1.1708 5.3038 3.7147
H 0.0265 5.5368 2.8180
O -2.1873 1.0526 -2.7324
H -3.1069 1.2917 -2.8483
H -1.8570 1.6756 -2.0852
*
```

Properties
E_tot   -4791.23303 Eh
Largest force on an atom   0.0786 hartree/bohr
HOMO-LUMO gap   0.2630 hartree